Entry from the Open Molecules 2025 dataset: a molecular structure, C35H28GeN5O6RbS in a non-equilibrium geometry (ωB97M-V/def2-TZVPD).

Values from the calculation:
- LUMO (spin up / spin down): 0.0756 / 0.0680 Eh
- E_tot: -124489.981 eV
- M: 804.78 Da
- E_HOMO (spin up / spin down): -3.393 / -5.631 eV

Geometry as ORCA input:
```
! RIJCOSX wB97M-V def2-TZVPD def2/J DEFGRID3
* xyz -1 2
Rb -0.213 1.424 -0.132
O -1.173 -0.738 0.974
C -1.245 -0.976 2.225
C -1.397 -0.039 3.275
C -1.258 -0.476 4.593
C -1.433 0.393 5.663
C -1.821 1.731 5.428
C -1.960 2.189 4.156
C -1.706 1.363 3.005
O -1.769 1.822 1.843
N -1.217 -0.055 6.975
O -0.928 -1.239 7.157
O -1.312 0.752 7.902
H -1.201 -2.029 2.543
H -0.982 -1.503 4.791
H -2.001 2.361 6.290
H -2.252 3.214 3.970
N 3.603 4.447 -7.444
C 3.027 3.960 -6.279
C 2.913 2.579 -6.100
C 2.259 2.085 -4.991
C 1.733 2.956 -4.057
C 1.859 4.321 -4.205
C 2.507 4.825 -5.317
S 0.823 2.215 -2.712
O -0.290 1.520 -3.322
O 0.414 3.242 -1.765
N 1.715 1.107 -1.976
C 2.851 1.507 -1.438
N 3.412 0.680 -0.522
C 4.521 1.080 0.053
C 5.143 2.288 -0.240
C 4.526 3.041 -1.228
N 3.410 2.680 -1.820
H 4.253 3.808 -7.875
H 3.938 5.397 -7.411
H 3.325 1.915 -6.849
H 2.141 1.028 -4.821
H 1.459 4.970 -3.442
H 2.606 5.893 -5.465
H 4.944 0.393 0.781
H 6.046 2.607 0.257
H 4.949 3.980 -1.573
C -5.910 0.655 3.418
C -5.075 -0.446 3.485
C -4.278 -0.771 2.403
C -4.285 0.009 1.252
C -5.125 1.115 1.200
C -5.941 1.431 2.270
Ge -2.996 -0.367 -0.211
C -3.358 -2.247 -0.850
C -4.376 -3.019 -0.302
C -4.692 -4.257 -0.835
C -3.993 -4.741 -1.928
C -2.962 -3.991 -2.470
C -2.643 -2.758 -1.930
C -3.565 0.781 -1.789
C -4.022 0.160 -2.944
C -4.510 0.910 -3.999
C -4.544 2.291 -3.911
C -4.075 2.919 -2.769
C -3.580 2.168 -1.717
H -6.536 0.910 4.262
H -5.036 -1.043 4.386
H -3.634 -1.639 2.454
H -5.143 1.728 0.309
H -6.591 2.294 2.217
H -4.937 -2.638 0.541
H -5.490 -4.846 -0.401
H -4.254 -5.699 -2.358
H -2.412 -4.374 -3.320
H -1.837 -2.169 -2.355
H -4.016 -0.920 -3.017
H -4.857 0.416 -4.897
H -4.933 2.877 -4.732
H -4.091 3.999 -2.708
H -3.210 2.666 -0.827
*
```

Mulliken atomic charge list, values in e, 4 entries:
1 Rb 1.114
2 O -0.536
3 C -0.477
4 C 1.163